--- a ---
ORCA calculation (the ωB97M-V functional and the def2-TZVPD basis) on the molecule C17H23N3O3.

E_LUMO (eV): 0.3
Gap between HOMO and LUMO (Eh): 0.315

Element x y z (Å)
C: 4.460 1.282 -0.383
C: 3.633 0.705 0.775
C: 3.303 -0.887 0.625
C: 4.460 -1.692 -0.151
C: 2.018 -0.898 -0.312
N: 0.954 0.012 0.022
C: 0.853 1.257 -0.581
O: 1.371 1.385 -1.661
C: 0.288 2.389 0.374
N: 0.881 3.634 -0.141
C: -1.286 2.491 0.519
C: -1.941 1.241 0.832
C: -1.505 0.322 1.772
N: -1.944 -0.899 1.509
C: -3.076 -0.816 0.666
C: -4.046 -1.734 0.303
C: -4.955 -1.281 -0.698
C: -4.955 -0.005 -1.281
C: -3.886 0.834 -0.957
C: -2.981 0.458 0.106
C: 1.498 -2.311 -0.351
O: 2.251 -3.291 -0.306
O: 0.207 -2.576 -0.416
H: 5.599 0.830 -0.374
H: 3.920 1.255 -1.349
H: 4.518 2.415 -0.380
H: 2.749 1.385 0.875
H: 4.174 0.956 1.694
H: 2.847 -1.385 1.613
H: 4.499 -2.765 -0.421
H: 5.508 -1.510 0.257
H: 4.665 -1.207 -1.078
H: 2.215 -0.734 -1.364
H: 0.308 -0.222 0.787
H: 0.679 2.304 1.472
H: 0.635 3.803 -1.075
H: 1.866 3.530 -0.367
H: -1.437 3.265 1.295
H: -1.836 2.946 -0.315
H: -0.860 0.436 2.559
H: -1.661 -1.735 1.991
H: -4.050 -2.752 0.727
H: -5.698 -2.010 -0.915
H: -5.856 0.003 -2.007
H: -3.692 1.506 -1.745
H: -0.264 -1.809 -0.097

---

--- b ---
ORCA calculation (the ωB97M-V functional and the def2-TZVPD basis) on the molecule C17H23N3O3.

E_LUMO (eV): 0.2
Gap between HOMO and LUMO (Eh): 0.289

Element x y z (Å)
C: 0.348 3.054 -0.083
C: 1.352 2.253 0.864
C: 2.144 3.335 1.649
C: 2.538 1.486 0.186
C: 2.205 -0.148 -0.225
N: 1.404 -0.731 0.822
C: 0.825 -2.034 0.940
O: 0.341 -2.389 2.019
C: 0.549 -2.957 -0.286
N: 0.360 -4.402 -0.014
C: -0.628 -2.434 -1.167
C: -1.746 -1.885 -0.391
C: -2.342 -2.252 0.817
N: -3.437 -1.527 1.233
C: -3.500 -0.434 0.279
C: -4.373 0.718 0.264
C: -4.057 1.641 -0.684
C: -2.951 1.652 -1.515
C: -2.245 0.435 -1.657
C: -2.517 -0.632 -0.719
C: 3.464 -0.932 -0.734
O: 3.583 -2.122 -0.890
O: 4.421 -0.069 -1.110
H: -0.432 3.732 0.394
H: -0.306 2.296 -0.535
H: 0.970 3.660 -0.804
H: 0.582 1.704 1.498
H: 2.976 3.502 0.857
H: 2.557 3.197 2.608
H: 1.592 4.262 1.714
H: 3.467 1.413 0.750
H: 2.850 2.143 -0.745
H: 1.562 -0.107 -1.189
H: 2.046 -0.579 1.670
H: 1.380 -2.965 -1.026
H: 0.274 -4.471 0.981
H: 1.364 -4.886 -0.137
H: -0.913 -3.323 -1.755
H: -0.291 -1.613 -1.845
H: -1.937 -3.018 1.490
H: -3.784 -1.557 2.209
H: -5.114 0.899 1.105
H: -4.564 2.678 -0.783
H: -2.527 2.554 -1.956
H: -1.604 0.225 -2.441
H: 4.111 0.626 -1.657

---

--- c ---
ORCA calculation (the ωB97M-V functional and the def2-TZVPD basis) on the molecule C17H23N3O3.

E_LUMO (eV): 0.6
Gap between HOMO and LUMO (Eh): 0.316

Element x y z (Å)
C: 3.923 -1.921 -1.094
C: 2.832 -0.896 -0.825
C: 2.037 -1.199 0.458
C: 1.163 -2.419 0.273
C: 1.135 -0.097 1.031
N: 1.767 1.186 0.798
C: 0.895 2.252 0.583
O: 0.359 2.934 1.460
C: 0.484 2.561 -0.832
N: 1.628 2.584 -1.713
C: -0.416 1.447 -1.386
C: -1.667 1.254 -0.628
C: -2.273 2.232 0.086
N: -3.457 1.729 0.624
C: -3.592 0.386 0.361
C: -4.499 -0.619 0.668
C: -4.362 -1.940 0.111
C: -3.305 -2.144 -0.732
C: -2.330 -1.184 -1.049
C: -2.418 0.076 -0.414
C: 0.802 -0.260 2.490
O: 0.614 -1.324 2.979
O: 0.576 0.827 3.287
H: 4.624 -2.160 -0.257
H: 3.599 -2.868 -1.496
H: 4.587 -1.588 -1.896
H: 3.432 0.011 -0.760
H: 2.104 -0.878 -1.677
H: 2.814 -1.458 1.187
H: 0.294 -2.163 -0.323
H: 0.873 -2.802 1.232
H: 1.700 -3.208 -0.250
H: 0.142 -0.056 0.540
H: 2.378 1.418 1.569
H: 0.008 3.486 -0.824
H: 2.202 3.395 -1.460
H: 2.217 1.772 -1.468
H: 0.146 0.560 -1.426
H: -0.619 1.708 -2.412
H: -2.109 3.296 0.119
H: -4.149 2.235 1.159
H: -5.258 -0.437 1.419
H: -5.036 -2.731 0.392
H: -3.241 -3.151 -1.157
H: -1.425 -1.494 -1.564
H: 0.823 1.652 2.816

---

Ranked by calculated energy, most stable first: c, a, b.

---

--- a ---
ORCA calculation (the ωB97M-V functional and the def2-TZVPD basis) on a cluster of 2 separate species, C5H14NO in total.

Net charge: +1
E_LUMO (eV): -3.3
Gap between HOMO and LUMO (Eh): 0.356

Element x y z (Å)
C: -1.175 -0.398 -0.292
C: -0.513 0.973 -0.142
C: 0.810 1.028 0.588
C: 0.782 1.431 1.870
C: 1.998 1.554 2.839
N: -0.284 -1.327 -1.124
H: -2.132 -0.575 -1.093
H: -1.397 -0.782 0.841
H: -1.188 1.564 0.402
H: -0.449 1.549 -1.107
H: 1.630 0.746 0.150
H: -0.133 1.542 2.614
H: 2.279 2.591 2.888
H: 2.886 1.147 2.380
H: 1.994 1.020 3.713
H: 0.670 -0.851 -1.190
H: -0.796 -1.600 -2.130
H: -0.237 -2.199 -0.543
H: -1.446 -2.003 -4.146
H: -1.655 -3.168 -3.204
O: -1.646 -2.243 -3.312

---

--- b ---
ORCA calculation (the ωB97M-V functional and the def2-TZVPD basis) on a cluster of 2 separate species, C5H14NO in total.

Net charge: +1
E_LUMO (eV): -3.2
Gap between HOMO and LUMO (Eh): 0.443

Element x y z (Å)
C: 0.081 0.936 -2.001
C: -0.578 0.261 -0.826
N: 0.406 -0.292 0.121
C: 0.296 0.156 1.546
C: -0.925 1.260 1.454
C: -1.393 1.303 -0.039
H: -0.202 0.327 -2.939
H: 1.242 0.905 -1.923
H: -0.338 2.048 -2.224
H: -1.220 -0.665 -1.115
H: 1.376 -0.088 -0.166
H: 0.432 -1.386 -0.146
H: -0.137 -0.779 2.205
H: 1.312 0.487 1.960
H: -1.678 0.873 2.078
H: -0.740 2.219 1.829
H: -1.430 2.314 -0.489
H: -2.534 1.083 0.016
H: 1.279 -3.250 0.632
H: 2.567 -2.972 -0.165
O: 1.543 -2.822 -0.150

---

--- c ---
ORCA calculation (the ωB97M-V functional and the def2-TZVPD basis) on a structure of composition C5H14NO.

Net charge: +1
E_LUMO (eV): -9.0
Gap between HOMO and LUMO (Eh): 0.240

Element x y z (Å)
C: -1.203 1.152 -0.583
O: -2.001 0.657 0.438
C: 0.356 0.844 -0.624
C: 0.634 -0.681 -0.744
C: -0.364 -1.603 -0.085
C: 2.060 -1.049 -0.247
N: 0.794 1.463 0.654
H: -1.575 0.997 -1.625
H: -1.154 2.263 -0.580
H: -1.626 1.134 1.206
H: 0.672 1.235 -1.687
H: 0.613 -0.928 -1.904
H: -0.083 -2.650 -0.137
H: -1.343 -1.515 -0.537
H: -0.527 -1.446 0.993
H: 2.859 -0.345 -0.563
H: 2.059 -0.827 0.840
H: 2.229 -2.097 -0.527
H: 1.615 1.939 0.287
H: -0.937 -2.422 4.442
H: -1.251 -2.843 5.031

---

Ranked by calculated energy, most stable first: b, a, c.

---

--- a ---
ORCA calculation (the ωB97M-V functional and the def2-TZVPD basis) on a cluster of 2 separate species, C5H14NO in total.

Net charge: +1
E_LUMO (eV): -3.2
Gap between HOMO and LUMO (Eh): 0.338

Element x y z (Å)
C: 1.246 0.049 0.785
C: 0.177 -0.928 1.171
C: -1.059 -1.107 0.364
C: -2.089 -0.252 0.587
C: -3.030 0.237 -0.438
N: 2.157 -0.747 -0.226
H: 1.870 0.394 1.624
H: 1.094 0.951 0.163
H: -0.212 -0.450 1.991
H: 0.574 -1.904 1.604
H: -1.056 -1.745 -0.511
H: -2.393 0.016 1.664
H: -3.797 -0.577 -0.850
H: -2.594 0.759 -1.291
H: -3.756 0.810 0.112
H: 1.331 -1.270 -0.607
H: 2.788 -1.298 0.368
H: 2.617 0.012 -0.678
H: 2.166 2.787 -1.342
H: 2.085 2.236 -2.733
O: 1.881 2.027 -1.758

---

--- b ---
ORCA calculation (the ωB97M-V functional and the def2-TZVPD basis) on the ion C5H14NO with charge +1.

Net charge: +1
E_LUMO (eV): -3.3
Gap between HOMO and LUMO (Eh): 0.426

Element x y z (Å)
C: 0.275 1.569 -1.615
C: 1.423 0.758 -1.121
C: 0.915 -0.684 -0.674
C: -0.223 -0.339 0.377
N: 0.365 0.062 1.717
C: -1.276 -1.400 0.723
O: -2.303 -0.858 1.547
H: -0.194 2.078 -0.773
H: -0.636 1.164 -2.111
H: 0.533 2.425 -2.214
H: 2.017 0.597 -2.023
H: 2.069 1.128 -0.336
H: 0.529 -1.379 -1.392
H: 1.770 -1.217 -0.221
H: -0.894 0.421 0.143
H: 0.389 1.088 1.787
H: -0.346 -0.270 2.430
H: 1.254 -0.394 1.779
H: -0.844 -2.337 1.213
H: -1.653 -1.685 -0.294
H: -3.171 -0.726 1.060

---

--- c ---
ORCA calculation (the ωB97M-V functional and the def2-TZVPD basis) on a cluster of 2 separate species, C5H14NO in total.

Net charge: +1
E_LUMO (eV): -3.3
Gap between HOMO and LUMO (Eh): 0.391

Element x y z (Å)
C: -1.744 -2.080 2.309
C: -0.248 -1.818 2.219
C: 0.232 -0.415 1.919
C: -0.067 -0.041 0.478
C: 0.460 1.035 -0.092
N: -0.063 1.456 -1.435
H: -2.357 -1.181 2.208
H: -1.968 -2.907 1.636
H: -2.094 -2.489 3.263
H: 0.279 -2.005 3.174
H: 0.281 -2.610 1.674
H: -0.256 0.297 2.578
H: 1.327 -0.336 1.933
H: -0.855 -0.661 0.057
H: 1.146 1.694 0.416
H: -1.077 1.386 -1.556
H: 0.207 2.432 -1.548
H: 0.451 0.903 -2.127
H: 1.078 1.928 -5.029
H: 2.256 1.557 -4.193
O: 1.294 1.495 -4.211

---

--- d ---
ORCA calculation (the ωB97M-V functional and the def2-TZVPD basis) on a cluster of 2 separate species, C5H14NO in total.

Net charge: +1
E_LUMO (eV): -4.5
Gap between HOMO and LUMO (Eh): 0.392

Element x y z (Å)
C: -1.259 -0.938 -2.025
C: -1.477 -1.285 -0.541
C: -1.650 -0.072 0.381
C: -0.554 1.013 0.278
C: 1.029 -0.301 1.706
N: 0.742 0.525 0.798
H: -1.331 0.143 -2.200
H: -0.267 -1.254 -2.348
H: -1.990 -1.400 -2.677
H: -2.331 -1.936 -0.391
H: -0.609 -1.854 -0.189
H: -2.576 0.443 0.132
H: -1.687 -0.372 1.431
H: -0.330 1.216 -0.767
H: -0.881 1.861 0.865
H: 2.071 -0.515 1.887
H: 0.228 -0.689 2.324
H: 1.569 0.939 0.345
H: 3.898 1.439 1.098
H: 4.044 1.577 -0.391
O: 3.361 1.459 0.284

---

Ranked by calculated energy, most stable first: d, c, b, a.